Model a:
Formula: C4H4N2OS
Source: OMol25
Level of theory: wB97M-V/def2-TZVPD

HOMO level: -9.77 eV
Gap between HOMO and LUMO: 9.765 eV
LUMO level: -0.01 eV

```
! wB97M-V def2-TZVPD RIJCOSX def2/J DEFGRID3
* xyz 0 1
C -1.42743 -0.37270 0.70715
C 0.25702 0.48737 -0.92373
C 1.62716 0.53726 -0.84022
C 1.98949 0.12616 0.46204
H -3.83144 -0.47311 0.58027
H -0.34931 0.51931 -1.77654
H 2.07609 0.86570 -1.74599
H 3.11604 -0.05370 0.68570
N -0.18443 -0.01472 0.27930
N 0.95526 -0.11343 1.23864
O -1.48412 -0.89097 1.82112
S -2.74436 -0.61716 -0.48774
*
```



Model b:
Formula: C4H4N2OS
Source: OMol25
Level of theory: wB97M-V/def2-TZVPD

HOMO level: -9.96 eV
Gap between HOMO and LUMO: 9.534 eV
LUMO level: -0.42 eV

```
! wB97M-V def2-TZVPD RIJCOSX def2/J DEFGRID3
* xyz 0 1
C -0.71406 -0.86859 -0.30719
C 0.42676 -0.06831 0.40080
C 0.29491 1.28427 -0.12651
C 1.82220 -0.46466 -0.15682
H -2.42891 0.19412 -1.64967
H -0.79405 -1.82845 0.25281
H -0.45646 -1.09486 -1.41319
H 0.65804 1.19445 2.03334
N 0.27964 2.39572 -0.37193
N 2.98422 -0.64873 -0.48257
O 0.23142 0.04757 1.84239
S -2.30370 -0.14254 -0.02145
*
```



Stability summary: most stable model a, least stable model b.



Model a:
Formula: C6H9NS
Source: OMol25
Level of theory: wB97M-V/def2-TZVPD

HOMO level: -8.44 eV
Gap between HOMO and LUMO: 8.363 eV
LUMO level: -0.07 eV

```
! wB97M-V def2-TZVPD RIJCOSX def2/J DEFGRID3
* xyz 0 1
C 0.10898 -0.63578 -1.31017
C 0.46037 -1.48287 -0.14575
C 0.24368 -0.65444 1.08283
C 0.89399 0.76673 0.91089
C -0.43078 1.18520 0.33080
C -0.59182 0.78603 -1.18127
H 1.62775 -1.56897 -0.08455
H -0.07438 -2.46059 -0.16308
H 0.24903 -1.21670 2.03994
H 1.86847 0.87401 0.32765
H 0.90247 1.13113 2.03591
H -0.70583 2.30790 0.54527
H -0.26978 1.57428 -1.86110
H -1.60974 0.66216 -1.31078
H -1.95965 -0.23278 0.53791
N -1.08612 0.15325 1.00749
S 0.37334 -1.18856 -2.76200
*
```



Model b:
Formula: C6H9NS
Source: OMol25
Level of theory: wB97M-V/def2-TZVPD

HOMO level: -8.26 eV
Gap between HOMO and LUMO: 9.157 eV
LUMO level: 0.90 eV

```
! wB97M-V def2-TZVPD RIJCOSX def2/J DEFGRID3
* xyz 0 1
C -2.97780 -0.19304 -0.52186
C -1.69785 -0.15525 0.22418
C -0.48709 -0.17954 -0.30123
C 0.72703 0.05006 0.53078
C 1.76324 1.09014 0.05607
C 2.77086 -0.02902 0.01999
H -3.59061 -1.03780 -0.12246
H -2.91814 -0.33037 -1.57803
H -3.55092 0.71183 -0.33038
H -1.83394 -0.04649 1.30027
H -0.39425 -0.38146 -1.37399
H 0.42840 0.11703 1.58987
H 1.56301 1.51434 -0.91676
H 2.04435 1.88500 0.74586
H 2.00447 -1.84012 0.72183
N 1.81036 -0.92746 0.33007
S 4.33887 -0.24787 -0.37420
*
```



Stability summary: most stable model b, least stable model a.